## one
11
Properties=species:S:1:pos:R:3 method="wB97M-V/def2-TZVPD" e_lumo_ev=0.615
C -0.26 1.14 -0.09
C -1.17 0.21 -0.10
C -0.86 -1.21 0.03
N 0.33 -1.65 0.19
C 1.44 -2.02 0.55
C 0.65 2.06 -0.01
H 0.41 2.71 0.82
H -2.22 0.48 -0.24
H -1.67 -1.93 -0.06
H 2.16 -2.27 -0.25
H 1.20 2.49 -0.84



## two
11
Properties=species:S:1:pos:R:3 method="wB97M-V/def2-TZVPD" e_lumo_ev="-0.296 / -0.451"
C -0.18 1.86 -0.18
C 0.14 -2.42 0.87
C -0.43 0.72 -1.05
C 0.12 -1.52 -0.16
C 0.36 1.06 0.76
N 0.02 -0.13 -0.10
H -0.41 2.90 -0.47
H 0.65 -2.31 1.77
H -0.54 0.36 -1.99
H -0.23 -1.70 -1.22
H 0.51 1.18 1.77



## three
11
Properties=species:S:1:pos:R:3 method="wB97M-V/def2-TZVPD" smiles=C#CCCC#N e_lumo_ev=0.710
C 1.90 -1.40 1.82
C 0.95 -1.24 1.02
C -0.07 -0.84 0.02
C -0.23 0.70 0.08
C -0.99 1.18 -1.08
H 2.66 -1.42 2.60
H -1.03 -1.27 0.16
H 0.32 -1.01 -1.04
H -0.75 1.06 0.92
H 0.81 1.08 0.08
N -1.63 1.60 -1.98



Least stable = two



## one
12
Properties=species:S:1:pos:R:3 method="wB97M-V/def2-TZVPD" e_lumo_ev=4.394 total_charge=-1
N -2.70 1.10 -1.51
H -1.89 0.51 -1.28
H -3.51 0.57 -1.19
H -2.65 1.87 -0.86
C 1.81 0.07 0.30
C 1.02 -1.08 0.95
S -0.77 -1.06 0.61
H 2.21 0.79 1.02
H 2.67 -0.31 -0.27
H 1.19 0.59 -0.42
H 1.46 -2.02 0.61
H 1.14 -1.03 2.04



## two
12
Properties=species:S:1:pos:R:3 method="wB97M-V/def2-TZVPD" e_lumo_ev=3.352 total_charge=-1
S 2.94 1.42 4.52
H 3.87 2.39 4.55
C -1.18 -0.95 -0.06
C -0.06 -0.41 -0.96
N -0.61 0.33 -2.09
H -1.20 -0.46 0.91
H -2.16 -0.74 -0.51
H -1.09 -2.02 0.03
H 0.64 0.21 -0.40
H 0.51 -1.26 -1.35
H -0.06 1.01 -2.58
H -1.60 0.48 -2.06



Least stable = two



## one
12
Properties=species:S:1:pos:R:3 method="wB97M-V/def2-TZVPD" e_lumo_ev=4.211 total_charge=-1
S 1.54 1.42 2.25
H 1.38 2.52 1.51
C -0.45 0.31 -1.32
C -0.79 -0.76 -0.19
N 0.58 -1.26 0.33
H -0.76 -0.10 -2.31
H 0.61 0.29 -1.46
H -0.76 1.34 -1.15
H -1.37 -1.65 -0.38
H -1.24 -0.19 0.69
H 0.39 -1.58 1.28
H 0.88 -0.34 0.75



## two
12
Properties=species:S:1:pos:R:3 method="wB97M-V/def2-TZVPD" e_lumo_ev=4.378 total_charge=-1
S -0.03 1.42 -2.06
H -0.51 1.51 -3.32
C 1.19 -0.50 0.77
N -0.07 -1.01 0.26
C -1.14 -0.04 0.52
H 2.02 -1.10 0.36
H 1.25 -0.51 1.87
H 1.49 0.51 0.47
H 0.05 -0.95 -0.76
H -0.95 0.98 0.16
H -2.07 -0.41 0.10
H -1.23 0.10 1.61



## three
12
Properties=species:S:1:pos:R:3 method="wB97M-V/def2-TZVPD" e_lumo_ev=4.069 total_charge=-1
S 1.47 -0.60 1.91
H 1.70 -1.60 1.08
C -1.94 0.02 -1.92
C -0.54 0.10 -1.28
N -0.47 1.22 -0.30
H -2.36 -0.95 -1.65
H -2.04 0.25 -2.98
H -2.57 0.73 -1.37
H 0.24 0.30 -2.02
H -0.35 -0.79 -0.70
H 0.19 1.96 -0.52
H 0.10 0.82 0.47



Least stable = one



## one
13
Properties=species:S:1:pos:R:3 method="wB97M-V/def2-TZVPD" smiles="C=[S@H](=O)N1CC1" e_lumo_ev=0.647
C -1.27 0.89 -0.23
C -1.54 -0.57 0.24
C 2.58 0.01 -0.09
N -0.26 0.15 0.59
O 0.61 -1.23 -1.50
S 1.02 -0.65 -0.23
H -0.93 0.91 -1.35
H -1.87 1.67 0.31
H -2.13 -0.68 1.12
H -1.57 -1.36 -0.43
H 2.87 0.70 -0.97
H 2.39 0.61 0.82
H 0.75 -1.65 0.70



## two
13
Properties=species:S:1:pos:R:3 method="wB97M-V/def2-TZVPD" e_lumo_ev=0.350
C 0.92 0.11 -0.64
C -0.83 1.63 -0.81
C -0.31 -1.71 1.70
N 1.73 0.38 -1.50
O -0.23 0.58 -0.21
S 1.41 -1.55 0.98
H -1.79 1.36 -1.40
H -0.16 2.12 -1.44
H -1.27 2.35 -0.15
H -0.42 -0.64 2.08
H -0.40 -2.62 2.40
H -1.04 -1.73 0.83
H 2.39 -0.27 -1.85



## three
13
Properties=species:S:1:pos:R:3 method="wB97M-V/def2-TZVPD" smiles="C=NSCCO" e_lumo_ev=0.841
C 0.34 -1.32 -0.48
C -0.75 -0.85 0.48
C 0.25 2.84 0.18
H 0.39 -3.08 -1.12
H 0.66 -0.37 -1.05
H 1.23 -1.59 0.14
H -1.02 -1.62 1.22
H -1.62 -0.42 -0.08
H 0.21 3.25 1.17
H 0.60 3.32 -0.69
N 0.10 1.58 0.07
O -0.19 -2.36 -1.28
S -0.19 0.61 1.44



Least stable = one



## one
31
Properties=species:S:1:pos:R:3 method="wB97M-V/def2-TZVPD" e_lumo_ev="-3.896 / -3.896" total_charge=+1
C 1.54 -1.58 0.83
C 1.38 -0.36 1.41
C 0.66 -1.94 -0.28
C 0.62 0.70 0.75
C -0.50 -1.18 -0.53
C -5.12 -0.38 -0.66
C -5.29 0.11 0.60
C -3.72 -0.25 -0.94
C -0.61 0.15 0.06
C 3.92 0.00 -0.37
C 1.82 1.43 -0.12
C -1.78 0.80 0.28
N -4.08 0.47 1.08
N -3.16 0.42 0.04
N 2.67 0.64 -0.91
H 2.37 -2.30 1.29
H 1.97 -0.15 2.26
H 0.76 -2.91 -0.68
H 0.24 1.39 1.52
H -1.21 -1.57 -1.37
H -5.93 -0.73 -1.32
H -6.17 0.35 1.01
H -3.07 -0.50 -1.83
H 3.80 -0.26 0.69
H 3.99 -0.96 -0.89
H 4.91 0.70 -0.53
H 2.21 2.00 0.73
H 1.27 2.08 -0.75
H -1.80 1.80 0.59
H 2.30 0.12 -1.72
H -4.14 0.89 1.96



## two
31
Properties=species:S:1:pos:R:3 method="wB97M-V/def2-TZVPD" e_lumo_ev="-4.399 / -3.543" total_charge=+1
C -1.61 -1.93 0.49
C -0.33 -2.14 0.22
C 1.77 -1.34 -0.61
C -3.72 -0.93 -0.15
C -2.25 -0.64 0.35
C -2.06 0.59 0.65
C 2.55 -0.21 -0.67
C -2.82 1.73 0.23
C -3.99 1.33 -0.66
C 0.74 0.15 0.71
C 3.74 -0.03 -1.57
C 3.16 0.77 1.46
N -4.49 -0.02 -0.50
N 0.66 -1.14 0.11
N 2.12 0.68 0.37
H -2.41 -2.68 0.48
H -0.08 -3.12 -0.07
H 1.93 -2.23 -1.24
H -4.05 -1.94 -0.05
H -3.12 2.40 1.05
H -2.11 2.47 -0.32
H -4.97 2.04 -0.40
H -3.79 1.49 -1.70
H 0.53 0.10 1.73
H 3.77 0.98 -2.21
H 4.03 -0.86 -2.13
H 4.48 0.20 -0.81
H 3.69 -0.13 1.72
H 3.87 1.43 1.01
H 2.74 1.31 2.40
H 2.01 1.69 0.11



Least stable = two



## one
19
Properties=species:S:1:pos:R:3 method="wB97M-V/def2-TZVPD" smiles=CC(C)(C)SO.C#N e_lumo_ev=0.788
C 4.73 0.76 -0.06
C -0.64 -0.21 -1.30
C -1.15 -1.10 0.98
C -0.96 1.38 0.63
C -0.48 0.01 0.19
N 4.15 -0.21 -0.13
O 1.70 -1.56 0.07
S 1.32 -0.03 0.61
H 5.27 1.67 0.01
H 2.61 -1.49 -0.27
H -1.69 -0.18 -1.58
H -0.11 0.56 -1.86
H -0.23 -1.18 -1.58
H -0.70 -2.06 0.73
H -2.22 -1.14 0.75
H -1.03 -0.94 2.05
H -0.83 1.51 1.70
H -0.40 2.17 0.11
H -2.02 1.50 0.39



## two
19
Properties=species:S:1:pos:R:3 method="wB97M-V/def2-TZVPD" smiles="CCC(=O)NCCS" e_lumo_ev=0.675
O -1.00 1.14 -1.76
C -0.87 0.58 -0.69
N -0.35 1.29 0.37
C 0.36 0.65 1.46
C 1.76 0.21 1.10
S 2.78 1.67 0.61
C -1.37 -0.83 -0.48
C -1.62 -1.53 -1.85
H -0.02 2.21 0.16
H -0.20 -0.20 1.85
H 0.52 1.38 2.27
H 1.75 -0.33 0.14
H 2.21 -0.44 1.85
H 3.87 1.31 1.31
H -0.51 -1.33 -0.02
H -2.30 -0.77 0.09
H -2.49 -1.06 -2.29
H -0.69 -1.35 -2.36
H -1.80 -2.60 -1.76



Least stable = one



## one
19
Properties=species:S:1:pos:R:3 method="wB97M-V/def2-TZVPD" e_lumo_ev=0.871
C -3.54 -0.70 -0.14
C -1.25 -0.52 0.26
C -0.09 0.10 0.23
C 0.03 1.45 -0.45
C 1.24 -0.61 0.83
H -3.67 -1.18 0.90
H -4.34 -0.10 -0.46
H -3.37 -1.54 -0.84
H -1.39 -1.46 0.76
H 0.42 1.15 -1.43
H -0.90 1.91 -0.58
H 1.39 2.96 -0.33
H 0.60 2.66 1.10
H 0.94 -1.61 1.33
H 1.58 -0.06 1.69
H 2.72 0.09 -0.72
N 1.10 2.21 0.27
O -2.38 0.15 -0.19
S 2.44 -1.12 -0.39



## two
19
Properties=species:S:1:pos:R:3 method="wB97M-V/def2-TZVPD" smiles="CC[C@H](C)N(S)C=O" e_lumo_ev=0.790
C -1.14 -0.14 1.56
C 0.20 0.56 1.34
C 0.66 0.64 -0.13
C -0.24 1.54 -0.98
C -0.13 -1.35 -1.47
H -1.09 -1.20 1.21
H -1.97 0.37 1.01
H -1.39 -0.12 2.64
H 0.15 1.59 1.72
H 0.98 0.05 1.92
H 1.65 1.04 -0.13
H -1.28 1.26 -0.92
H 0.07 1.52 -2.02
H -0.14 2.55 -0.56
H 1.72 -2.75 -0.73
H -0.99 -0.72 -1.74
N 0.79 -0.72 -0.70
O -0.04 -2.51 -1.85
S 2.17 -1.62 -0.17



Least stable = one



## one
27
Properties=species:S:1:pos:R:3 method="wB97M-V/def2-TZVPD" smiles=O.O.O.O.O.O.O.O.O e_lumo_ev=0.077
O -3.17 25.55 -16.17
H -2.21 25.64 -16.09
H -3.36 25.77 -17.09
O -3.26 22.96 -14.56
H -3.45 23.76 -14.06
H -2.84 23.29 -15.36
O -0.71 24.41 -17.70
H -1.05 23.73 -17.11
H 0.21 24.17 -17.83
O -6.85 25.05 -15.01
H -7.13 25.95 -15.15
H -6.04 25.12 -14.47
O -3.18 20.27 -13.61
H -3.93 20.28 -13.01
H -3.24 21.11 -14.09
O -4.37 25.56 -13.58
H -4.22 26.34 -13.03
H -4.04 25.81 -14.46
O -0.74 21.86 -16.19
H -0.03 21.24 -16.00
H -1.53 21.32 -16.26
O -4.94 23.05 -12.01
H -5.22 22.78 -12.89
H -5.38 23.89 -11.86
O 0.01 23.06 -13.43
H 0.76 22.51 -13.18
H -0.38 22.63 -14.20



## two
27
Properties=species:S:1:pos:R:3 method="wB97M-V/def2-TZVPD" smiles=O.O.O.O.O.O.O.O.O e_lumo_ev=0.034
O 15.61 -2.65 -25.63
H 16.00 -2.69 -24.76
H 16.15 -2.00 -26.13
O 16.64 -2.88 -23.13
H 17.06 -3.74 -23.23
H 15.83 -3.08 -22.63
O 19.22 -6.33 -25.03
H 18.80 -5.54 -25.42
H 20.12 -6.10 -24.89
O 16.99 -0.72 -27.09
H 16.55 -0.26 -27.76
H 17.86 -0.39 -27.32
O 17.77 -4.45 -26.55
H 17.60 -4.07 -27.41
H 17.03 -4.67 -25.96
O 19.56 -2.81 -22.49
H 19.42 -2.61 -23.43
H 19.21 -3.68 -22.41
O 21.89 -3.44 -23.55
H 21.07 -3.34 -23.11
H 21.94 -4.37 -23.76
O 19.02 1.16 -27.05
H 19.13 0.99 -26.09
H 19.09 2.10 -27.20
O 19.05 -2.30 -24.99
H 18.58 -2.97 -25.50
H 19.46 -1.70 -25.61



## three
27
Properties=species:S:1:pos:R:3 method="wB97M-V/def2-TZVPD" e_lumo_ev=0.125
H 0.67 -0.15 0.36
H -0.19 1.04 -0.04
H -0.60 5.48 -3.37
H -0.79 4.30 -2.42
H 3.68 -0.72 1.83
H 2.51 -0.07 2.54
H -2.38 2.47 1.87
H -2.53 1.07 2.45
H -2.67 -2.30 -0.66
H -3.01 -1.83 0.75
H -1.89 -2.38 3.21
H -2.34 -3.77 3.62
H 2.77 -2.14 -1.33
H 3.99 -2.98 -1.02
H 1.74 0.63 -1.70
H 2.19 1.28 -0.41
H -0.24 0.90 -2.42
H -0.97 -0.32 -1.88
O -0.18 0.08 -0.05
O -0.88 4.55 -3.35
O 2.77 -0.88 2.09
O -2.09 1.56 1.74
O -2.84 -1.50 -0.15
O -1.81 -3.31 2.96
O 3.31 -2.85 -1.69
O 2.15 1.43 -1.36
O -0.38 0.39 -1.61



Least stable = three



## one
61
Properties=species:S:1:pos:R:3 method="wB97M-V/def2-TZVPD" e_lumo_ev=2.138 total_charge=-1
Ba 0.80 2.16 -0.56
O -1.41 4.91 2.81
C -1.90 4.40 1.57
C -2.45 2.98 1.67
C -3.52 2.94 2.78
O -3.02 3.04 4.09
C -1.39 1.89 1.95
Se 0.44 2.39 2.56
C -3.21 2.66 0.37
Se -2.20 2.68 -1.33
H -0.59 4.42 2.98
H -1.12 4.46 0.81
H -2.71 5.07 1.26
H -4.05 1.98 2.72
H -4.26 3.73 2.58
H -2.40 3.79 4.07
H -1.30 1.28 1.04
H -1.76 1.21 2.72
H -4.03 3.36 0.25
H -3.65 1.66 0.46
N 0.45 2.00 -3.48
N 1.48 1.14 -3.88
C 2.76 1.25 -3.25
O 3.68 0.65 -3.81
O 2.78 1.88 -2.15
H -0.45 1.53 -3.52
H 0.41 2.85 -4.04
H 1.56 0.94 -4.87
C -2.87 -1.14 0.16
Si -1.50 -2.31 0.65
C -0.32 -1.55 1.89
C -2.26 -3.85 1.42
C -0.54 -2.84 -0.87
Te 0.15 -1.21 -2.07
C 2.09 -2.01 -2.48
Si 3.34 -2.09 -1.07
C 3.06 -3.62 -0.01
C 3.27 -0.58 0.03
C 5.03 -2.19 -1.87
H -3.41 -0.79 1.04
H -3.58 -1.64 -0.50
H -2.50 -0.25 -0.38
H -0.84 -1.31 2.82
H 0.14 -0.62 1.55
H 0.48 -2.25 2.13
H -2.82 -3.59 2.33
H -1.48 -4.57 1.70
H -2.94 -4.34 0.73
H -1.15 -3.49 -1.52
H 0.34 -3.41 -0.58
H 2.50 -1.35 -3.24
H 1.94 -2.99 -2.94
H 2.18 -3.52 0.63
H 3.93 -3.77 0.65
H 2.94 -4.52 -0.62
H 2.31 -0.51 0.55
H 3.43 0.32 -0.57
H 4.05 -0.63 0.79
H 5.12 -3.08 -2.50
H 5.82 -2.22 -1.13
H 5.17 -1.31 -2.51



## two
61
Properties=species:S:1:pos:R:3 method="wB97M-V/def2-TZVPD" e_lumo_ev=1.824 total_charge=-1
Ba -1.96 -0.89 -0.95
O -5.43 -1.61 2.91
C -4.76 -2.50 2.04
C -3.38 -2.93 2.55
C -3.59 -3.70 3.88
O -4.13 -2.91 4.91
C -2.47 -1.73 2.87
Se -2.69 -0.02 1.87
C -2.72 -3.92 1.58
Se -2.96 -3.70 -0.37
H -4.95 -0.77 2.86
H -4.67 -2.04 1.05
H -5.39 -3.39 1.95
H -2.64 -4.09 4.25
H -4.25 -4.56 3.66
H -4.81 -2.35 4.49
H -1.42 -2.00 2.76
H -2.64 -1.43 3.91
H -3.13 -4.92 1.75
H -1.65 -3.96 1.76
N -0.89 -1.65 -4.08
N -1.38 -0.46 -4.65
C -2.05 0.45 -3.79
O -2.82 1.24 -4.32
O -1.74 0.38 -2.57
H -0.02 -1.92 -4.54
H -1.56 -2.42 -4.17
H -1.85 -0.54 -5.55
C 4.35 -1.74 0.64
Si 4.46 0.16 0.51
C 3.63 0.97 2.03
C 6.31 0.66 0.50
C 3.62 0.75 -1.09
Te 1.53 0.12 -1.28
C 1.03 1.79 -2.54
Si 0.47 3.32 -1.56
C 1.85 3.88 -0.34
C -1.11 2.99 -0.56
C 0.17 4.72 -2.82
H 4.79 -2.11 1.56
H 4.86 -2.22 -0.19
H 3.31 -2.06 0.61
H 4.02 0.57 2.96
H 2.56 0.81 2.02
H 3.80 2.05 2.04
H 6.82 0.34 1.41
H 6.43 1.73 0.41
H 6.84 0.20 -0.34
H 4.16 0.39 -1.96
H 3.62 1.83 -1.14
H 0.21 1.44 -3.14
H 1.88 1.96 -3.20
H 2.10 3.09 0.37
H 1.53 4.75 0.22
H 2.76 4.15 -0.87
H -0.93 2.35 0.30
H -1.84 2.49 -1.19
H -1.56 3.91 -0.20
H 1.07 4.96 -3.38
H -0.17 5.63 -2.33
H -0.60 4.42 -3.52



Least stable = two